Density functional theory data (ωB97M-V/def2-TZVPD) for 17 unconnected molecules or ions with the total composition C19H72N14O17.

Geometry as ORCA input:
```
! wB97M-V def2-TZVPD RIJCOSX def2/J DEFGRID3
* xyz 0 1
C 1.78 8.88 18.98
C 3.15 8.62 18.45
O 4.03 9.11 19.40
H 1.49 9.91 19.06
H 1.57 8.56 19.96
H 1.08 8.39 18.30
H 3.36 9.02 17.48
H 3.22 7.54 18.35
H 3.78 9.98 19.72
C 7.80 9.18 18.50
C 6.72 9.94 17.71
O 7.52 10.63 16.81
H 8.57 9.79 19.00
H 8.41 8.55 17.85
H 7.39 8.47 19.24
H 6.38 10.67 18.49
H 5.84 9.34 17.33
H 8.17 11.22 17.23
C 3.25 12.31 20.65
O 4.43 11.60 20.50
N 2.34 11.98 21.51
N 2.96 13.44 20.05
H 2.51 11.02 21.90
H 1.45 12.46 21.65
H 3.58 13.62 19.25
H 2.08 13.80 19.95
C 8.57 5.00 18.25
O 9.06 5.97 17.47
N 7.43 4.35 18.08
N 9.34 4.36 19.08
H 6.79 4.98 17.47
H 6.96 3.69 18.72
H 10.26 4.85 19.38
H 8.91 3.84 19.88
C 4.92 10.48 14.77
O 4.91 9.16 15.09
N 6.02 11.00 14.35
N 4.10 11.12 14.05
H 6.84 10.41 14.60
H 6.18 11.91 14.80
H 3.16 10.56 13.99
H 4.01 12.15 14.01
C 10.54 12.15 16.93
O 10.17 11.86 15.60
N 11.17 13.22 17.29
N 10.34 11.24 17.79
H 11.31 13.94 16.64
H 11.55 13.36 18.25
H 10.17 10.40 17.43
H 10.38 11.38 18.86
C 11.06 8.66 20.70
O 10.76 8.61 22.07
N 10.43 8.01 19.79
N 11.97 9.47 20.16
H 9.53 7.52 20.11
H 10.71 7.85 18.90
H 12.55 9.78 21.01
H 12.42 9.31 19.22
C 10.78 12.80 20.65
O 10.17 13.50 21.70
N 10.35 11.63 20.33
N 11.78 13.26 19.92
H 9.65 11.35 21.01
H 10.93 10.75 20.20
H 11.94 14.21 20.14
H 12.30 12.54 19.34
C 12.18 8.44 17.24
O 10.87 8.64 17.07
N 12.79 7.30 17.28
N 12.91 9.45 17.51
H 12.32 6.43 16.98
H 13.72 7.18 17.72
H 12.47 10.28 17.40
H 13.91 9.37 17.79
C 6.41 6.49 15.82
O 5.43 5.60 16.31
H 6.74 7.19 16.49
H 5.95 7.04 14.98
H 7.31 5.96 15.35
H 5.16 5.12 15.52
C 8.98 8.22 14.40
O 8.05 9.22 14.80
H 9.70 8.53 13.66
H 8.52 7.36 14.03
H 9.56 7.92 15.20
H 8.03 9.34 15.72
C 3.76 12.41 17.40
O 3.91 13.73 17.79
H 4.60 11.81 17.66
H 3.70 12.46 16.34
H 2.86 11.91 17.78
H 4.53 14.13 17.25
C 7.57 14.12 15.50
O 6.53 13.26 15.92
H 7.31 14.62 14.55
H 8.52 13.66 15.63
H 7.62 14.95 16.21
H 6.74 13.08 16.86
C 7.12 13.11 19.77
O 7.64 13.27 18.46
H 7.45 12.25 20.30
H 6.03 13.24 19.75
H 7.56 13.96 20.26
H 8.46 13.71 18.47
C 8.59 6.10 22.02
O 8.26 6.54 20.75
H 8.20 5.14 22.28
H 8.35 6.84 22.79
H 9.74 6.10 21.96
H 7.32 6.71 20.67
C 7.14 9.97 21.82
O 8.43 10.39 21.82
H 6.71 10.27 22.80
H 6.91 8.91 21.90
H 6.60 10.20 20.95
H 8.89 9.83 22.47
C 4.84 5.78 19.63
O 5.52 7.03 19.99
H 5.47 4.86 19.70
H 4.52 5.96 18.60
H 3.88 5.61 20.14
H 4.84 7.68 19.76
*
```

Calculated values
Energy relative to the best compared isomer or geometry (same formula, charge and spin) in kcal per mole: 120.51
HOMO-LUMO gap in eV: 7.456
LUMO level in Ha: -0.010
Largest force on an atom in eV/Å: 12.97

These are the Löwdin partial charges, in e, on atoms 1 to 6:
1 C -0.073
2 C -0.300
3 O -0.097
4 H 0.058
5 H 0.063
6 H 0.084